# 1
Formula: C12H37AlN10O12P
Source: OMol25
Level of theory: ωB97M-V/def2-TZVPD

Values from the calculation:
**E_tot**: -2514.01068 Ha
**Charge**: -1
**2S+1**: 1
**HOMO**: -4.5775 eV
**HOMO-LUMO gap**: 6.177 eV

Atoms and positions in Å:
C1 -0.44 -5.36 -4.33
C2 -0.50 -4.84 -2.91
O1 0.06 -3.56 -2.92
C3 -0.38 -2.72 -1.85
C4 0.79 -2.11 -1.04
O2 2.01 -2.69 -1.35
Al1 3.35 -2.02 -0.31
C5 2.76 -2.23 1.64
C6 3.87 -2.24 2.65
O3 3.40 -2.69 3.99
C7 3.19 -3.98 4.05
O4 2.27 -4.44 4.57
P1 5.36 -3.16 -0.87
O5 6.10 -2.29 -1.78
O6 6.40 -3.47 0.40
O7 5.17 -4.62 -1.63
H1 -1.10 -4.72 -4.91
H2 -0.78 -6.39 -4.35
H3 0.56 -5.27 -4.74
H4 -1.55 -4.84 -2.60
H5 0.09 -5.46 -2.24
H6 -0.98 -3.33 -1.18
H7 -1.03 -1.92 -2.21
H8 0.81 -1.04 -1.17
H9 0.51 -2.26 0.01
H10 3.51 -0.50 -0.66
H11 2.09 -3.08 1.71
H12 2.16 -1.35 1.85
H13 4.70 -2.91 2.40
H14 4.22 -1.24 2.82
H15 3.94 -4.68 3.65
H16 6.02 -4.18 0.93
H17 5.90 -5.19 -1.35
C8 -2.02 0.17 0.59
O8 -0.99 -0.26 0.13
N1 -2.42 -0.09 1.88
N2 -2.88 0.96 -0.13
H18 -3.27 0.27 2.28
H19 -1.82 -0.68 2.44
H20 -2.62 1.18 -1.07
H21 -3.74 1.33 0.23
C9 -5.62 2.94 -1.71
O9 -4.91 2.73 -0.74
N3 -6.61 2.08 -2.10
N4 -5.49 4.06 -2.48
H22 -7.20 2.23 -2.89
H23 -6.72 1.24 -1.55
H24 -4.77 4.72 -2.21
H25 -6.07 4.26 -3.27
C10 -5.25 7.21 -0.06
O10 -4.47 7.09 -0.99
N5 -6.04 6.19 0.37
N6 -5.40 8.39 0.61
H26 -6.69 6.27 1.13
H27 -5.95 5.31 -0.11
H28 -4.83 9.16 0.32
H29 -6.04 8.52 1.37
C11 0.36 -0.17 4.50
O11 -0.21 -1.22 4.24
N7 1.66 -0.14 4.89
N8 -0.28 1.04 4.42
H30 2.16 0.71 5.11
H31 2.15 -1.02 4.95
H32 -1.24 1.02 4.13
H33 0.15 1.92 4.62
C12 4.01 2.61 -1.62
O12 3.27 1.88 -1.00
N9 5.12 2.14 -2.26
N10 3.78 3.96 -1.75
H34 5.75 2.71 -2.78
H35 5.31 1.15 -2.18
H36 2.97 4.34 -1.30
H37 4.38 4.58 -2.27

Formally, the Löwdin partial charges of the atoms, in units of the elementary charge, are as follows: atom 1 (C): -0.084, atom 2 (C): -0.309, atom 3 (O): -0.145, atom 4 (C): -0.175, atom 5 (C): -0.334, atom 6 (O): -0.254, atom 7 (Al): 0.314, atom 8 (C): -0.215, atom 9 (C): -0.233, atom 10 (O): -0.062, atom 11 (C): -0.469, atom 12 (O): 0.118, atom 13 (P): 0.420, atom 14 (O): -0.396, atom 15 (O): -0.245, atom 16 (O): -0.230, atom 17 (H): 0.067, atom 18 (H): 0.063, atom 19 (H): 0.072, atom 20 (H): 0.108, atom 21 (H): 0.121, atom 22 (H): 0.104, atom 23 (H): 0.107, atom 24 (H): 0.086, atom 25 (H): 0.083, atom 26 (H): -0.038, atom 27 (H): 0.066, atom 28 (H): 0.056, atom 29 (H): 0.075, atom 30 (H): 0.111, atom 31 (H): 0.143, atom 32 (H): 0.033, atom 33 (H): 0.038, atom 34 (C): -0.654, atom 35 (O): 0.053, atom 36 (N): 0.149, atom 37 (N): 0.147, atom 38 (H): 0.083, atom 39 (H): 0.078, atom 40 (H): 0.098, atom 41 (H): 0.048, atom 42 (C): -0.671, atom 43 (O): 0.013, atom 44 (N): 0.154, atom 45 (N): 0.162, atom 46 (H): 0.091, atom 47 (H): 0.105, atom 48 (H): 0.096, atom 49 (H): 0.097, atom 50 (C): -0.683, atom 51 (O): 0.022, atom 52 (N): 0.160, atom 53 (N): 0.143, atom 54 (H): 0.093, atom 55 (H): 0.076, atom 56 (H): 0.100, atom 57 (H): 0.089, atom 58 (C): -0.680, atom 59 (O): 0.029, atom 60 (N): 0.166, atom 61 (N): 0.146, atom 62 (H): 0.090, atom 63 (H): 0.083, atom 64 (H): 0.078, atom 65 (H): 0.086, atom 66 (C): -0.692, atom 67 (O): 0.018, atom 68 (N): 0.151, atom 69 (N): 0.127, atom 70 (H): 0.080, atom 71 (H): 0.104, atom 72 (H): 0.090, atom 73 (H): 0.075

***

# 2
Formula: C44H36BrNO5RhS
Source: OMol25
Level of theory: ωB97M-V/def2-TZVPD

Values from the calculation:
**E_tot**: -5211.98594 Ha
**Charge**: -1
**2S+1**: 5
**ΔE to the lowest compared entry with this formula, charge and spin**: 2.505 eV
**HOMO (alpha / beta)**: -2.5696 / -5.0684 eV
**HOMO-LUMO gap (alpha / beta)**: 5.070 / 5.241 eV

Atoms and positions in Å:
Rh1 0.31 -0.26 0.75
O1 0.86 1.51 1.15
C1 0.37 2.80 0.90
C2 -0.46 2.79 -0.39
C3 -1.70 1.94 -0.37
C4 -2.98 2.49 -0.32
C5 -4.07 1.67 -0.48
C6 -3.88 0.32 -0.71
C7 -2.58 -0.18 -0.72
C8 -2.30 -1.61 -1.11
C9 -1.59 -2.51 -0.08
O2 -0.36 -1.96 0.21
C10 -2.39 -2.74 1.20
C11 -1.70 -3.15 2.34
C12 -2.38 -3.38 3.53
C13 -3.76 -3.24 3.59
C14 -4.46 -2.85 2.45
C15 -3.77 -2.60 1.27
C16 -1.33 -3.87 -0.75
C17 -2.39 -4.66 -1.21
C18 -2.16 -5.89 -1.79
C19 -0.86 -6.37 -1.92
C20 0.20 -5.60 -1.46
C21 -0.03 -4.36 -0.88
N1 -1.54 0.62 -0.50
C22 1.61 3.71 0.77
C23 2.12 4.11 -0.46
C24 3.27 4.88 -0.54
C25 3.94 5.26 0.62
C26 3.45 4.85 1.85
C27 2.30 4.08 1.92
C28 -0.47 3.26 2.09
C29 -0.44 2.56 3.29
C30 -1.19 2.99 4.38
C31 -1.97 4.13 4.29
C32 -1.99 4.85 3.10
C33 -1.24 4.42 2.01
H1 0.18 2.39 -1.18
H2 -0.73 3.81 -0.66
H3 -3.10 3.56 -0.17
H4 -5.08 2.08 -0.44
H5 -4.72 -0.34 -0.90
H6 -1.62 -1.58 -1.97
H7 -3.23 -2.08 -1.44
H8 -0.62 -3.23 2.30
H9 -1.82 -3.65 4.42
H10 -4.29 -3.42 4.52
H11 -5.53 -2.73 2.49
H12 -4.33 -2.27 0.40
H13 -3.41 -4.31 -1.09
H14 -2.99 -6.49 -2.14
H15 -0.67 -7.34 -2.37
H16 1.22 -5.96 -1.55
H17 0.79 -3.74 -0.53
H18 1.66 3.77 -1.38
H19 3.66 5.17 -1.51
H20 4.84 5.86 0.56
H21 3.97 5.13 2.76
H22 1.93 3.77 2.89
H23 0.15 1.66 3.35
H24 -1.17 2.40 5.29
H25 -2.55 4.46 5.14
H26 -2.58 5.76 3.02
H27 -1.25 5.01 1.10
Br1 2.46 -1.38 2.04
C34 1.46 -1.37 3.65
C35 2.13 -1.82 4.80
C36 1.46 -1.84 6.00
C37 0.12 -1.40 6.05
C38 -0.56 -0.94 4.91
C39 -1.90 -0.49 4.97
C40 -2.58 -0.02 3.83
C41 -1.94 0.02 2.62
C42 -0.59 -0.42 2.51
C43 0.13 -0.91 3.63
H28 3.16 -2.15 4.74
H29 1.96 -2.18 6.89
H30 -0.42 -1.41 6.99
H31 -2.41 -0.53 5.93
H32 -3.61 0.32 3.90
H33 -2.47 0.40 1.76
C44 1.91 -0.74 -3.71
S1 2.07 0.34 -2.32
O3 1.43 1.59 -2.72
O4 3.49 0.44 -2.04
O5 1.31 -0.37 -1.27
H34 2.64 -0.45 -4.46
H35 0.90 -0.65 -4.11
H36 2.10 -1.76 -3.38

Formally, the Löwdin partial charges of the atoms, in units of the elementary charge, are as follows: atom 1 (Rh): 1.132, atom 2 (O): -0.288, atom 3 (C): -0.429, atom 4 (C): -0.060, atom 5 (C): -0.224, atom 6 (C): -0.014, atom 7 (C): -0.061, atom 8 (C): -0.032, atom 9 (C): -0.246, atom 10 (C): -0.043, atom 11 (C): -0.458, atom 12 (O): -0.341, atom 13 (C): -0.135, atom 14 (C): -0.018, atom 15 (C): -0.074, atom 16 (C): -0.098, atom 17 (C): -0.086, atom 18 (C): -0.037, atom 19 (C): -0.129, atom 20 (C): -0.035, atom 21 (C): -0.095, atom 22 (C): -0.111, atom 23 (C): -0.082, atom 24 (C): -0.004, atom 25 (N): 0.127, atom 26 (C): -0.113, atom 27 (C): -0.011, atom 28 (C): -0.078, atom 29 (C): -0.107, atom 30 (C): -0.088, atom 31 (C): -0.017, atom 32 (C): -0.149, atom 33 (C): -0.031, atom 34 (C): -0.072, atom 35 (C): -0.099, atom 36 (C): -0.090, atom 37 (C): -0.037, atom 38 (H): 0.086, atom 39 (H): 0.122, atom 40 (H): 0.109, atom 41 (H): 0.106, atom 42 (H): 0.106, atom 43 (H): 0.143, atom 44 (H): 0.105, atom 45 (H): 0.126, atom 46 (H): 0.108, atom 47 (H): 0.097, atom 48 (H): 0.096, atom 49 (H): 0.094, atom 50 (H): 0.108, atom 51 (H): 0.094, atom 52 (H): 0.092, atom 53 (H): 0.098, atom 54 (H): 0.115, atom 55 (H): 0.097, atom 56 (H): 0.100, atom 57 (H): 0.092, atom 58 (H): 0.095, atom 59 (H): 0.115, atom 60 (H): 0.106, atom 61 (H): 0.101, atom 62 (H): 0.092, atom 63 (H): 0.094, atom 64 (H): 0.113, atom 65 (Br): 0.883, atom 66 (C): -0.573, atom 67 (C): -0.156, atom 68 (C): -0.114, atom 69 (C): -0.047, atom 70 (C): -0.194, atom 71 (C): -0.032, atom 72 (C): -0.095, atom 73 (C): -0.088, atom 74 (C): -0.213, atom 75 (C): -0.250, atom 76 (H): 0.087, atom 77 (H): 0.092, atom 78 (H): 0.097, atom 79 (H): 0.108, atom 80 (H): 0.108, atom 81 (H): 0.091, atom 82 (C): -0.164, atom 83 (S): 0.383, atom 84 (O): -0.367, atom 85 (O): -0.346, atom 86 (O): -0.455, atom 87 (H): 0.055, atom 88 (H): 0.055, atom 89 (H): 0.057

***

# 3
Formula: C40H33Br2IN2O2PRb
Source: OMol25
Level of theory: ωB97M-V/def2-TZVPD

Values from the calculation:
**E_tot**: -7615.29091 Ha
**2S+1**: 1
**ΔE to the lowest compared entry with this formula, charge and spin**: 0.655 eV
**HOMO**: -6.9461 eV
**HOMO-LUMO gap**: 6.951 eV

Atoms and positions in Å:
Rb1 0.00 0.76 0.96
N1 -1.83 -0.82 2.69
C1 -1.53 -2.16 2.88
C2 -2.48 -3.14 2.95
C3 -2.10 -4.50 3.10
C4 -0.80 -4.87 3.19
C5 0.21 -3.88 3.12
C6 1.60 -4.17 3.20
C7 2.51 -3.16 3.11
C8 2.04 -1.84 2.92
N2 0.78 -1.53 2.82
C9 -0.14 -2.53 2.95
H1 -2.77 -0.55 2.93
H2 -1.15 -0.16 3.04
H3 -3.53 -2.88 2.90
H4 -2.88 -5.25 3.15
H5 -0.52 -5.91 3.31
H6 1.91 -5.20 3.34
H7 3.57 -3.36 3.18
H8 2.75 -1.02 2.83
Br1 -2.90 2.64 2.06
C10 -1.49 3.97 2.20
Br2 -0.75 4.44 0.47
H9 -0.69 3.50 2.78
H10 -1.92 4.86 2.64
C11 4.36 2.64 1.42
C12 3.00 2.17 1.88
O1 2.13 2.02 1.02
C13 2.77 1.89 3.31
C14 3.90 1.84 4.16
C15 3.82 1.59 5.50
C16 2.54 1.42 6.06
C17 1.41 1.49 5.30
C18 1.45 1.71 3.88
O2 0.37 1.75 3.21
H11 4.29 2.91 0.37
H12 5.11 1.85 1.53
H13 4.72 3.49 2.01
H14 4.88 1.99 3.72
H15 4.71 1.54 6.11
H16 2.44 1.23 7.12
H17 0.42 1.35 5.73
I1 -0.26 -2.66 -0.61
C19 0.51 -2.75 -2.55
C20 1.36 -3.81 -2.70
C21 1.87 -4.18 -3.96
C22 1.44 -3.52 -5.06
C23 0.56 -2.41 -4.94
C24 0.11 -1.80 -6.14
C25 -0.73 -0.74 -6.11
C26 -1.09 -0.20 -4.86
C27 -0.66 -0.72 -3.67
P1 -0.92 0.33 -2.19
C28 -2.74 0.44 -2.08
C29 -3.54 -0.62 -2.50
C30 -4.91 -0.61 -2.27
C31 -5.51 0.46 -1.62
C32 -4.72 1.51 -1.18
C33 -3.35 1.50 -1.41
C34 -0.40 2.00 -2.73
C35 0.90 2.38 -2.39
C36 1.38 3.64 -2.70
C37 0.57 4.55 -3.35
C38 -0.73 4.19 -3.69
C39 -1.21 2.92 -3.39
C40 0.12 -1.94 -3.68
H18 1.63 -4.40 -1.83
H19 2.55 -5.02 -4.04
H20 1.77 -3.81 -6.05
H21 0.46 -2.21 -7.08
H22 -1.09 -0.28 -7.03
H23 -1.69 0.70 -4.85
H24 -3.10 -1.47 -3.01
H25 -5.51 -1.45 -2.60
H26 -6.57 0.47 -1.44
H27 -5.16 2.35 -0.66
H28 -2.75 2.33 -1.03
H29 1.54 1.69 -1.84
H30 2.39 3.92 -2.41
H31 0.93 5.54 -3.58
H32 -1.38 4.90 -4.20
H33 -2.22 2.66 -3.65

Formally, the Löwdin partial charges of the atoms, in units of the elementary charge, are as follows: atom 1 (Rb): 0.742, atom 2 (N): 0.064, atom 3 (C): -0.287, atom 4 (C): -0.030, atom 5 (C): -0.082, atom 6 (C): -0.052, atom 7 (C): -0.176, atom 8 (C): -0.012, atom 9 (C): -0.038, atom 10 (C): -0.116, atom 11 (N): 0.079, atom 12 (C): -0.228, atom 13 (H): 0.085, atom 14 (H): 0.017, atom 15 (H): 0.111, atom 16 (H): 0.104, atom 17 (H): 0.108, atom 18 (H): 0.118, atom 19 (H): 0.105, atom 20 (H): 0.113, atom 21 (Br): 0.618, atom 22 (C): -0.978, atom 23 (Br): 0.629, atom 24 (H): -0.030, atom 25 (H): 0.001, atom 26 (C): -0.018, atom 27 (C): -0.401, atom 28 (O): -0.186, atom 29 (C): -0.109, atom 30 (C): -0.068, atom 31 (C): -0.112, atom 32 (C): -0.100, atom 33 (C): -0.023, atom 34 (C): -0.400, atom 35 (O): -0.314, atom 36 (H): 0.078, atom 37 (H): 0.085, atom 38 (H): 0.087, atom 39 (H): 0.095, atom 40 (H): 0.089, atom 41 (H): 0.099, atom 42 (H): 0.108, atom 43 (I): 1.067, atom 44 (C): -0.610, atom 45 (C): -0.186, atom 46 (C): -0.074, atom 47 (C): -0.040, atom 48 (C): -0.162, atom 49 (C): -0.030, atom 50 (C): -0.057, atom 51 (C): -0.084, atom 52 (C): -0.311, atom 53 (P): 0.968, atom 54 (C): -0.371, atom 55 (C): -0.092, atom 56 (C): -0.080, atom 57 (C): -0.085, atom 58 (C): -0.088, atom 59 (C): -0.128, atom 60 (C): -0.378, atom 61 (C): -0.115, atom 62 (C): -0.082, atom 63 (C): -0.085, atom 64 (C): -0.078, atom 65 (C): -0.102, atom 66 (C): -0.179, atom 67 (H): 0.074, atom 68 (H): 0.107, atom 69 (H): 0.113, atom 70 (H): 0.114, atom 71 (H): 0.108, atom 72 (H): 0.101, atom 73 (H): 0.103, atom 74 (H): 0.104, atom 75 (H): 0.101, atom 76 (H): 0.102, atom 77 (H): 0.065, atom 78 (H): 0.095, atom 79 (H): 0.108, atom 80 (H): 0.104, atom 81 (H): 0.105, atom 82 (H): 0.103

***

# 4
Formula: C4H9N2O2
Source: OMol25
Level of theory: ωB97M-V/def2-TZVPD

Values from the calculation:
**E_tot**: -417.58506 Ha
**Charge**: -1
**2S+1**: 1
**ΔE to the lowest compared entry with this formula, charge and spin**: 8.097 eV
**HOMO**: -2.8564 eV
**HOMO-LUMO gap**: 5.735 eV

Atoms and positions in Å:
O1 2.37 0.17 -0.77
C1 1.65 -0.35 0.30
N1 1.94 0.50 1.50
C2 0.17 -0.09 -0.07
C3 -0.29 -0.82 -1.31
N2 -0.69 0.02 1.04
C4 -1.95 0.38 0.64
O2 -2.22 1.30 -0.33
H1 2.33 1.20 0.88
H2 1.06 0.89 1.87
H3 1.76 -1.49 0.47
H4 -1.22 -1.43 -1.22
H5 0.52 -1.43 -1.75
H6 -0.48 -0.03 -2.06
H7 -0.08 0.94 -0.08
H8 -2.76 0.18 1.35
H9 -2.10 0.06 -0.46

Formally, the Löwdin partial charges of the atoms, in units of the elementary charge, are as follows: atom 1 (O): -0.338, atom 2 (C): -0.601, atom 3 (N): 0.009, atom 4 (C): -0.438, atom 5 (C): -0.064, atom 6 (N): 0.097, atom 7 (C): -0.398, atom 8 (O): -0.051, atom 9 (H): 0.025, atom 10 (H): 0.020, atom 11 (H): 0.125, atom 12 (H): 0.078, atom 13 (H): 0.084, atom 14 (H): 0.087, atom 15 (H): 0.122, atom 16 (H): 0.111, atom 17 (H): 0.132